1.
Below is a molecular structure, C3H8N3O at a distorted geometry, with properties calculated with ωB97M-V with the def2-TZVPD basis set.

The geometry in XYZ format:
```
15
C3H8N3O (ωB97M-V with the def2-TZVPD basis set)
C 2.24 -0.11 0.13
C 0.38 -0.10 -0.39
C -0.95 0.05 0.39
N 1.45 0.80 -0.42
N 1.31 -0.98 0.24
N -1.61 1.23 0.07
O -1.46 -1.23 -0.10
H 3.16 -0.17 0.65
H 0.11 -0.38 -1.34
H -0.85 -0.20 1.53
H 1.22 -1.89 0.73
H 1.63 1.63 -0.95
H -2.30 1.35 0.69
H -1.96 1.16 -0.86
H -2.38 -1.16 -0.37
```

Computed properties:
Net charge: +1
Gap between HOMO and LUMO in eV: 10.731
E_HOMO in eV: -14.5
E_tot in Eh: -358.29659
ΔE to the lowest compared entry with this formula, charge and spin in kcal per mole: 62.66

Atomic partial charges in e from the Mulliken method, atoms 1 to 6: 0.01 -0.01 0.03 -0.25 -0.18 -0.55

---

2.
Below is a molecular structure, C36H59N6O4S2SiTi, with properties calculated with ωB97M-V with the def2-TZVPD basis set.

The geometry in XYZ format:
```
109
C36H59N6O4S2SiTi (ωB97M-V with the def2-TZVPD basis set)
Ti 0.08 -0.72 0.03
C -1.04 4.53 3.02
C -0.86 4.05 1.60
C -2.03 4.46 0.72
C 0.45 4.52 1.02
O -0.79 2.54 1.61
Si -1.68 1.56 2.64
S -1.22 -0.47 1.93
O -3.21 1.81 2.32
C -4.59 1.90 2.81
C -4.74 3.21 3.55
C -4.87 0.70 3.71
C -5.45 1.86 1.56
O -1.03 1.69 4.09
C -1.03 1.16 5.45
C -1.43 -0.31 5.42
C -2.00 1.99 6.27
C 0.40 1.32 5.94
H -1.01 5.62 3.03
H -0.24 4.16 3.67
H -2.00 4.23 3.44
H -2.15 5.55 0.78
H -2.96 4.00 1.05
H -1.85 4.22 -0.33
H 0.45 5.61 0.97
H 0.60 4.15 0.00
H 1.29 4.22 1.65
H -4.05 3.27 4.39
H -5.75 3.30 3.95
H -4.57 4.06 2.89
H -4.38 0.81 4.68
H -4.54 -0.22 3.23
H -5.94 0.62 3.89
H -5.20 2.69 0.90
H -6.50 1.95 1.83
H -5.31 0.92 1.03
H -2.43 -0.45 5.02
H -1.42 -0.70 6.44
H -0.73 -0.89 4.82
H -3.01 1.91 5.87
H -1.70 3.04 6.26
H -2.01 1.64 7.30
H 1.08 0.68 5.39
H 0.46 1.06 7.00
H 0.72 2.36 5.84
C 3.06 -1.17 0.86
N 2.03 -0.10 1.00
C 1.92 0.18 2.47
C 2.56 1.16 0.40
C 3.06 0.96 -1.01
N 2.06 0.33 -1.89
C 2.78 -0.52 -2.85
C 1.38 1.39 -2.67
H 4.04 -0.76 1.11
H 3.08 -1.56 -0.15
H 2.84 -1.98 1.56
H 2.91 0.41 2.86
H 1.53 -0.69 2.99
H 1.26 1.03 2.64
H 3.39 1.50 1.02
H 1.78 1.91 0.46
H 3.96 0.35 -1.00
H 3.37 1.94 -1.40
H 3.62 0.03 -3.30
H 2.12 -0.84 -3.64
H 3.19 -1.40 -2.34
H 1.02 2.17 -2.00
H 2.07 1.84 -3.39
H 0.54 0.96 -3.22
N 1.35 -4.24 -2.15
C 1.50 -3.95 -3.54
C 2.29 -4.76 -4.33
C 2.46 -4.45 -5.68
C 1.85 -3.32 -6.21
C 1.07 -2.50 -5.40
C 0.89 -2.83 -4.07
S -0.24 -1.90 -3.09
N 0.41 -2.20 -1.51
C 0.95 -3.35 -1.24
C 1.08 -3.67 0.20
C 1.71 -4.80 0.68
C 1.69 -5.05 2.05
C 1.03 -4.15 2.87
C 0.46 -3.02 2.31
N 0.49 -2.75 1.00
H 1.72 -5.12 -1.84
H 2.78 -5.63 -3.91
H 3.07 -5.09 -6.30
H 1.98 -3.08 -7.26
H 0.59 -1.62 -5.82
H 2.22 -5.49 0.03
H 2.17 -5.93 2.46
H 0.96 -4.31 3.94
H -0.05 -2.30 2.93
O -0.40 1.18 -0.41
C -1.62 1.50 -1.12
C -2.39 0.25 -1.38
C -3.63 0.26 -2.01
C -4.33 -0.92 -2.10
C -3.79 -2.08 -1.56
C -2.54 -2.02 -0.99
N -1.84 -0.87 -0.91
H -0.40 1.80 0.45
H -1.36 2.03 -2.04
H -2.21 2.17 -0.49
H -4.03 1.19 -2.40
H -5.31 -0.94 -2.57
H -4.32 -3.02 -1.59
H -2.07 -2.90 -0.57
```

Computed properties:
Net charge: +3
Gap between HOMO and LUMO in eV: 6.013
E_HOMO in eV: -15.6
E_tot in Eh: -3971.43880
ΔE to the lowest compared entry with this formula, charge and spin in kcal per mole: 0.00

Atomic partial charges in e from the Mulliken method, atoms 1 to 6: -0.42 -1.61 1.73 -1.36 -1.79 -0.67

---

3.
Below is a molecular structure, C51H41BrClIN3O6S2Sn, with properties calculated with ωB97M-V with the def2-TZVPD basis set.

The geometry in XYZ format:
```
107
C51H41BrClIN3O6S2Sn (ωB97M-V with the def2-TZVPD basis set)
Sn -0.57 0.39 0.38
S -2.11 4.08 -4.17
C -2.83 5.06 -5.36
C -4.18 4.94 -5.37
C -4.65 4.03 -4.39
C -3.64 3.48 -3.64
C -3.75 2.49 -2.56
C -2.60 1.99 -1.91
N -2.62 1.07 -0.98
C -3.81 0.58 -0.57
C -5.02 1.04 -1.10
C -6.25 0.51 -0.59
C -6.26 -0.40 0.40
C -5.03 -0.91 0.95
C -5.00 -1.84 1.99
C -3.80 -2.32 2.47
C -2.63 -1.85 1.83
N -2.63 -0.93 0.89
C -3.81 -0.44 0.45
C -3.72 -3.27 3.58
C -4.74 -3.93 4.22
C -4.30 -4.74 5.30
C -2.95 -4.69 5.47
S -2.21 -3.66 4.33
C -4.96 2.00 -2.12
H -2.21 5.68 -6.00
H -4.83 5.47 -6.06
H -5.69 3.80 -4.24
H -1.62 2.38 -2.18
H -7.18 0.88 -1.01
H -7.20 -0.79 0.79
H -5.94 -2.18 2.42
H -1.66 -2.27 2.09
H -5.77 -3.84 3.92
H -4.96 -5.34 5.91
H -2.35 -5.20 6.21
H -5.89 2.36 -2.55
C 6.84 2.52 -3.16
C 6.23 1.10 -3.17
C 6.00 0.68 -4.62
C 7.22 0.11 -2.53
C 4.94 1.15 -2.37
C 3.69 0.97 -2.97
C 2.56 1.14 -2.22
Br 0.88 0.93 -3.04
C 2.58 1.52 -0.81
O 1.52 1.83 -0.22
C 3.90 1.58 -0.18
C 5.00 1.43 -0.99
C 4.13 1.89 1.31
C 5.23 0.97 1.85
C 4.59 3.36 1.41
C 2.90 1.71 2.21
H 7.73 2.54 -3.79
H 7.12 2.83 -2.15
H 6.13 3.24 -3.56
H 6.96 0.63 -5.13
H 5.38 1.39 -5.16
H 5.54 -0.31 -4.68
H 8.13 0.07 -3.12
H 6.78 -0.89 -2.50
H 7.49 0.39 -1.51
H 3.60 0.71 -4.01
H 5.97 1.54 -0.54
H 6.21 1.19 1.42
H 5.00 -0.08 1.65
H 5.32 1.10 2.93
H 5.50 3.52 0.83
H 4.79 3.62 2.45
H 3.81 4.03 1.03
H 2.44 0.73 2.06
H 2.15 2.48 2.05
H 3.23 1.77 3.26
Cl 0.70 2.25 7.41
C 0.05 2.10 5.83
C -0.86 3.04 5.40
C -1.42 2.94 4.14
I -2.78 4.36 3.46
C -1.14 1.83 3.27
O -1.71 1.69 2.16
C -0.11 0.89 3.73
N 0.27 -0.07 2.86
C 1.22 -0.93 3.21
C 1.83 -0.89 4.47
C 1.47 0.10 5.35
C 0.48 1.03 4.99
H -1.14 3.86 6.05
H 1.48 -1.68 2.47
H 2.59 -1.62 4.72
H 1.96 0.18 6.32
O -0.26 -3.24 1.02
C -0.35 -2.72 -0.10
O 0.12 -1.55 -0.42
C -1.09 -3.45 -1.20
C -1.87 -2.73 -2.09
C -2.65 -3.36 -3.06
C -2.57 -4.73 -3.12
O -3.22 -5.58 -3.97
C -2.81 -6.90 -3.60
O -1.89 -6.79 -2.53
C -1.78 -5.45 -2.24
C -1.04 -4.85 -1.26
H -1.87 -1.64 -2.02
H -3.28 -2.81 -3.75
H -2.34 -7.39 -4.45
H -3.68 -7.48 -3.28
H -0.44 -5.42 -0.56
```

Computed properties:
Net charge: +1
Gap between HOMO and LUMO (spin up / spin down) in eV: 4.558 / 5.435
E_HOMO (spin up / spin down) in eV: -9.6 / -9.6
E_tot in Eh: -6926.18999

Atomic partial charges in e from the Mulliken method, atoms 1 to 6: 1.74 -0.10 -0.38 -0.59 -0.44 0.44

---

4.
Below is a molecular structure, C23H15GaN3O2Se at a distorted geometry, with properties calculated with ωB97M-V with the def2-TZVPD basis set.

The geometry in XYZ format:
```
45
C23H15GaN3O2Se (ωB97M-V with the def2-TZVPD basis set)
Ga 0.28 -0.08 1.13
O -0.78 2.26 4.11
C -0.38 1.84 3.05
O 0.13 0.60 2.89
C -0.45 2.63 1.78
C -0.59 4.02 1.79
C -0.47 4.71 0.59
C -0.32 4.02 -0.60
C -0.36 4.60 -1.90
C -0.24 3.81 -3.03
C -0.06 2.44 -2.92
C -0.03 1.79 -1.69
C -0.13 2.52 -0.49
N -0.19 1.90 0.67
H -0.75 4.51 2.78
H -0.40 5.78 0.62
H -0.59 5.64 -2.02
H -0.22 4.30 -3.98
H 0.12 1.87 -3.80
H 0.15 0.69 -1.67
Se 3.63 0.82 1.02
N 2.14 -0.22 0.38
C 2.61 -1.30 -0.36
C 1.83 -2.23 -1.09
C 2.46 -3.34 -1.69
C 3.84 -3.59 -1.53
C 4.65 -2.64 -0.97
C 4.05 -1.47 -0.41
N 4.66 -0.38 0.08
H 0.74 -2.08 -1.06
H 1.87 -4.10 -2.15
H 4.27 -4.50 -1.94
H 5.72 -2.77 -0.85
C -0.93 -1.20 0.31
C -1.98 -1.95 0.78
C -2.46 -1.97 2.12
C -3.64 -2.60 2.43
C -4.28 -3.38 1.43
C -3.75 -3.51 0.17
C -2.67 -2.73 -0.20
H -1.81 -1.41 2.81
H -4.05 -2.56 3.48
H -5.23 -3.87 1.69
H -4.14 -4.19 -0.56
H -2.27 -2.70 -1.21
```

Computed properties:
Net charge: -1
Gap between HOMO and LUMO (spin up / spin down) in eV: 4.175 / 4.055
E_HOMO (spin up / spin down) in eV: -2.9 / -2.8
E_tot in Eh: -5526.38753
ΔE to the lowest compared entry with this formula, charge and spin in kcal per mole: 0.00

Atomic partial charges in e from the Mulliken method, atoms 1 to 6: -0.53 -0.65 0.40 -0.48 0.52 -0.79